# 1
# C14H24AuCl3N2O6SSi

A molecular structure, C14H24AuCl3N2O6SSi (ωB97M-V/def2-TZVPD, OMol25).

```
52
Properties=species:S:1:pos:R:3:forces:R:3
Au -5.104 15.671 6.284 -0.6166 0.0582 -1.6157
C -3.259 9.690 6.064 -0.5325 -0.0610 -1.3914
C -2.448 10.975 5.791 0.1943 -0.6790 0.1753
N -3.176 12.096 5.171 0.9002 -0.2147 -1.4453
C -4.555 12.389 5.547 0.4204 -0.1129 0.3271
C -5.569 11.723 4.630 -1.1608 -0.1446 0.2244
C -2.932 12.205 3.771 -0.3867 -0.8974 -0.3105
O -2.590 11.304 2.999 0.0757 0.8401 1.7878
C -3.250 13.515 3.169 0.4400 2.3796 0.3691
C -3.774 13.538 1.904 -0.4164 -1.3252 0.7361
C -4.201 14.705 1.313 -0.0084 0.2387 -1.8450
C -3.851 15.923 1.870 -0.9517 -0.9611 1.0310
N -3.357 15.894 3.120 0.2699 2.9487 -0.7260
C -3.046 14.819 3.743 -0.4206 -3.2853 0.0441
H -2.679 8.878 6.522 0.0299 0.5249 0.0618
H -3.635 9.276 5.093 0.1943 0.3152 0.7739
H -4.131 9.923 6.692 0.2894 -0.2556 -0.0656
H -1.642 10.809 5.064 -0.1145 -0.3887 0.5075
H -1.983 11.243 6.749 -0.1778 0.5583 -0.2581
H -4.742 13.497 5.541 0.2215 -0.7061 0.1425
H -4.643 12.009 6.587 -0.2352 0.5308 -0.6082
H -5.698 12.156 3.630 0.0823 0.5002 0.4327
H -6.538 11.724 5.168 0.2567 0.0382 -0.5182
H -5.333 10.694 4.393 0.2635 -0.3451 0.4102
H -3.923 12.533 1.521 -0.2540 0.3052 -0.6688
H -4.748 14.579 0.370 0.3513 0.5346 0.2736
H -4.118 16.907 1.460 0.2371 -0.5570 0.0787
H -2.675 14.893 4.744 0.3781 0.1470 0.6093
Cl -6.992 16.029 5.040 0.0895 0.0615 -0.3608
Si -5.747 15.862 8.502 -0.6559 -0.2253 2.0049
Cl -6.319 13.921 8.940 0.3040 -0.2072 -0.1503
Cl -7.150 16.894 9.507 -0.5479 0.6270 -0.0626
O -1.944 15.979 9.108 0.1919 -0.4091 -0.1337
S -3.001 16.426 8.274 0.5712 -0.3474 2.7185
O -2.938 17.784 7.855 -0.6618 -0.2310 -1.1581
O -3.311 15.334 7.237 0.6048 0.8964 -0.3827
O -4.352 16.318 9.243 0.7710 -0.0871 -1.0238
C -4.111 20.510 2.856 0.5933 1.2299 -0.9156
C -5.444 21.202 2.659 -0.6311 -1.1728 -0.2933
O -6.474 20.425 3.303 0.3510 0.5383 -0.4014
C -7.740 20.814 2.863 -1.3750 0.1463 -1.7262
C -8.854 20.287 3.754 0.2576 -0.9334 -0.0443
H -3.354 21.326 2.634 -0.3975 -1.1819 0.6086
H -3.993 19.766 2.072 0.0980 -0.2194 0.0468
H -3.975 20.015 3.823 -0.0344 0.5111 -0.1001
H -5.649 21.344 1.570 -0.0207 -0.4735 0.5156
H -5.485 22.194 3.044 0.1614 0.9054 0.7245
H -7.914 20.438 1.783 0.2909 0.3049 1.3671
H -7.880 21.915 2.763 0.5185 -0.3692 0.2752
H -8.693 19.208 3.941 0.0702 0.4958 0.2246
H -9.806 20.319 3.243 -0.2193 0.2542 -0.3223
H -8.987 20.832 4.688 0.3411 -0.0992 0.0573
```
Positions in Å, forces in eV/Å.

As for the spin multiplicity: 3. Its total energy is -3312.737270 Ha. The total charge is 0. The lowest unoccupied orbital energy (spin up / spin down) comes out at -0.01937 / -0.22187 Ha. The energy above the lowest of the compared OMol25 structures with the same formula, charge and spin is 1.812 eV.

These are the Löwdin partial charges, in e, on atoms 1 to 6:
1 Au 0.6633
2 C -0.0795
3 C -0.1966
4 N -0.0629
5 C -0.2220
6 C -0.0611

=====

# 2
# C14H24BClCoN8

A molecular structure, C14H24BClCoN8 (ωB97M-V/def2-TZVPD, OMol25).

```
49
Properties=species:S:1:pos:R:3:forces:R:3
Co -0.368 0.130 0.146 0.5381 -0.7905 0.6007
C 1.634 3.762 0.919 -0.0200 0.0058 0.0745
C 1.117 2.536 1.342 0.0022 -0.0388 0.0088
N 0.354 1.999 0.398 -0.0997 -0.0670 -0.1994
N 0.365 2.855 -0.644 -0.0453 0.1255 0.0994
C 1.124 3.921 -0.354 -0.0153 0.0035 0.0205
B -0.292 2.480 -1.993 0.0237 -0.3392 0.1984
N 0.551 1.384 -2.661 0.0658 0.2788 0.1006
C 1.294 1.499 -3.773 -0.0393 -0.0625 -0.1187
C 1.922 0.294 -3.995 -0.0137 0.0008 -0.0077
C 1.500 -0.504 -2.927 0.0051 0.0750 -0.0474
N 0.685 0.164 -2.110 0.0909 0.1051 -0.5104
N -1.696 1.928 -1.679 -0.1849 0.2296 -0.0738
C -2.867 2.363 -2.171 -0.0599 -0.0485 -0.0209
C -3.884 1.618 -1.611 0.0161 0.0202 0.0443
C -3.225 0.733 -0.755 -0.0229 -0.0734 0.0323
N -1.913 0.930 -0.801 -0.0920 -0.3856 0.0382
H 2.276 4.430 1.465 -0.0101 0.0183 -0.0117
H 1.279 2.017 2.273 -0.0412 0.0119 0.0125
H 1.241 4.720 -1.067 0.0156 -0.0237 -0.0207
H -0.355 3.421 -2.733 -0.0386 0.0916 0.1171
H 1.324 2.423 -4.326 -0.0663 0.0019 -0.0018
H 2.578 0.025 -4.803 0.0071 0.0114 0.0021
H 1.772 -1.529 -2.732 -0.0493 -0.0162 0.0131
H -2.896 3.173 -2.880 0.0378 -0.0148 -0.0176
H -4.941 1.706 -1.788 0.0007 0.0010 -0.0019
H -3.630 -0.030 -0.110 0.0222 -0.0215 -0.0129
N 1.259 -0.582 0.918 1.3062 6.0305 4.4302
C 1.439 -2.742 1.699 1.7678 -2.4251 0.7409
C 0.883 -3.565 2.780 -2.4870 1.2282 -0.4386
C -0.679 -3.314 2.802 0.4935 0.4272 -0.0531
C -1.192 -1.968 3.394 0.2509 -0.0032 -0.0286
N -0.969 -0.653 2.668 -0.1203 -1.0469 0.4653
H 1.780 -2.410 -1.049 0.4094 -1.1354 -1.4041
H 1.784 -0.347 2.086 -1.7299 -1.2973 -4.2589
H 2.605 -2.028 0.226 -0.1122 0.2962 0.2687
H 1.342 -3.318 -0.089 1.0677 -2.2233 -0.8628
H 1.336 -3.265 3.729 0.1482 -0.1337 -0.0189
H 1.097 -4.618 2.597 0.1146 0.0052 0.0686
H -1.175 -4.138 3.321 -0.1549 0.1604 0.1228
H -0.965 -3.298 1.750 -0.2719 -0.3749 0.0408
H -0.780 -1.885 4.407 -0.2280 0.0164 0.1081
H -2.274 -2.074 3.464 0.0078 -0.0266 0.1468
H -0.071 -0.298 2.974 -0.0756 0.1702 -0.1196
H -1.672 -0.015 3.025 0.0761 0.0477 0.0635
Cl 1.254 -1.990 0.330 1.9875 -1.3214 1.9163
C -0.289 -2.150 -0.053 -4.2674 2.8815 0.8081
H -0.804 -2.621 -0.879 1.0279 -0.6515 -0.2792
H 1.142 -1.171 -0.731 0.7629 0.2772 -2.0338
```
Positions in Å, forces in eV/Å.

As for the spin multiplicity: 4. Its total energy is -2852.841178 Ha. The total charge is 0. The lowest unoccupied orbital energy (spin up / spin down) comes out at -0.00277 / -0.02079 Ha.

These are the Löwdin partial charges, in e, on atoms 1 to 6:
1 Co 0.4255
2 C -0.0554
3 C -0.1402
4 N -0.0030
5 N -0.0082
6 C -0.0722

=====

# 3
# C14H24BKN9S

A molecular structure, C14H24BKN9S (ωB97M-V/def2-TZVPD, OMol25).

```
50
Properties=species:S:1:pos:R:3:forces:R:3
K -0.160 0.598 1.161 -0.0090 0.0257 0.0476
C -2.572 -1.012 2.932 0.0266 -0.0232 -0.0144
C -1.721 -0.482 3.918 -0.0378 -0.0052 0.0016
N -0.491 -0.967 3.808 0.0925 0.0171 -0.0052
N -0.517 -1.804 2.752 -0.0803 -0.1189 -0.0285
C -1.756 -1.861 2.215 -0.0307 0.0369 0.0332
B 0.733 -2.615 2.315 0.0419 0.0370 -0.0470
N 0.598 -2.895 0.799 0.0278 -0.0205 0.0609
C 0.813 -4.068 0.172 0.0000 0.0123 -0.0019
C 0.658 -3.867 -1.182 -0.0274 0.0665 -0.0718
C 0.340 -2.501 -1.286 0.0005 -0.0963 0.0522
N 0.308 -1.927 -0.092 0.0075 0.0635 -0.0335
N 2.002 -1.803 2.636 -0.0091 -0.0137 0.0165
C 3.025 -2.195 3.415 0.0257 -0.0038 0.0142
C 3.956 -1.179 3.452 -0.0057 0.0170 -0.0212
C 3.390 -0.181 2.642 0.0213 -0.0181 0.0225
N 2.217 -0.562 2.158 -0.0367 0.0072 -0.0174
H -3.612 -0.797 2.755 0.0009 0.0031 0.0011
H -1.944 0.233 4.694 -0.0065 0.0012 -0.0020
H -1.961 -2.469 1.350 0.0160 -0.0054 -0.0033
H 0.826 -3.680 2.881 -0.0225 0.0028 0.0175
H 1.058 -4.952 0.737 -0.0001 0.0032 0.0080
H 0.751 -4.589 -1.975 0.0050 -0.0164 0.0193
H 0.124 -1.922 -2.171 -0.0015 0.0214 0.0066
H 3.015 -3.162 3.888 -0.0221 -0.0030 -0.0082
H 4.892 -1.162 3.984 0.0033 0.0070 -0.0049
H 3.784 0.793 2.395 -0.0028 0.0022 -0.0003
N -1.252 3.140 1.577 0.0046 -0.0368 0.0115
N -0.963 3.735 0.289 -0.0287 0.0018 -0.0454
C -2.004 3.433 -0.681 0.0097 -0.0191 0.0172
N -1.649 4.278 -1.853 0.0202 -0.0007 0.0176
S -1.966 1.689 -1.254 -0.0111 0.0016 0.0411
H -2.205 2.787 1.462 0.0010 0.0235 -0.0107
H -1.341 3.911 2.232 0.0024 0.0044 -0.0059
H -0.049 3.373 0.000 0.0042 0.0143 -0.0016
H -1.686 5.237 -1.520 -0.0034 0.0100 -0.0249
H -2.395 4.183 -2.533 -0.0085 0.0114 0.0001
C 0.890 0.510 -4.084 -0.0048 0.0007 0.0070
C -0.490 0.861 -3.530 0.0090 -0.0024 -0.0010
C -1.205 1.839 -4.455 -0.0039 -0.0089 -0.0021
C -0.360 1.419 -2.111 0.0283 0.0147 -0.0065
H 0.821 0.074 -5.084 -0.0049 -0.0010 0.0002
H 1.410 -0.200 -3.437 0.0068 -0.0006 -0.0026
H 1.508 1.409 -4.154 -0.0003 0.0013 0.0036
H -1.086 -0.059 -3.476 0.0013 -0.0002 -0.0030
H -0.650 2.779 -4.510 -0.0005 0.0010 -0.0006
H -2.203 2.064 -4.079 0.0014 0.0023 0.0021
H -1.294 1.427 -5.463 0.0000 0.0056 -0.0031
H 0.131 2.399 -2.153 0.0019 -0.0048 -0.0187
H 0.283 0.741 -1.537 -0.0015 -0.0177 -0.0160
```
Positions in Å, forces in eV/Å.

Its total energy is -2063.744652 Ha. The total charge is -1. The lowest unoccupied orbital energy comes out at 0.09347 Ha. The energy above the lowest of the compared OMol25 structures with the same formula, charge and spin is 1.575 eV.

These are the Löwdin partial charges, in e, on atoms 1 to 6:
1 K 0.6441
2 C -0.0868
3 C -0.1931
4 N 0.0533
5 N -0.0952
6 C -0.1331

=====

# 4
# C14H24BN4O8

2 unconnected molecules or ions with the total composition C14H24BN4O8 (ωB97M-V/def2-TZVPD, OMol25).

```
51
Properties=species:S:1:pos:R:3:forces:R:3
C -0.974 1.151 0.667 0.5975 -2.6616 -1.3015
C -0.921 -0.120 0.009 -0.8479 3.7193 2.1291
N 0.295 -0.920 0.260 5.6811 0.2485 -0.8555
N 0.472 -2.103 0.896 1.9623 -2.9931 1.3841
C 1.835 -2.569 0.987 -3.9845 4.6997 -2.1485
N 2.316 -3.777 1.650 -1.6207 1.2676 -2.6025
C 3.594 -4.293 1.079 5.3640 -0.7806 1.8783
C 3.920 -4.526 -0.466 0.3203 0.3802 0.4852
O 4.513 -4.536 1.910 -4.1242 0.9277 -3.0851
C 1.292 -4.841 1.283 -3.4710 -2.7541 -3.0265
C 0.853 -5.929 2.376 1.4504 0.9618 -0.4261
O 0.800 -4.928 0.124 2.5516 1.0278 4.6014
N 2.518 -1.482 0.304 -3.4888 0.6161 -0.0597
O 3.849 -1.381 0.109 0.7776 0.2446 0.9225
B 4.546 -0.790 1.247 2.0116 0.5548 1.2322
O 5.973 -1.005 1.286 -3.5686 0.3360 -1.4050
O 3.825 -0.012 2.208 0.9807 -2.2443 -1.3851
C 1.593 -0.462 -0.158 -1.1683 -0.9428 1.2725
C 1.985 0.873 -0.958 0.4176 -1.8416 -0.2590
C 2.617 0.357 -2.379 0.4369 -0.2165 0.5803
H -0.334 1.317 1.601 -0.6240 -0.0097 -1.8097
H -1.590 2.025 0.250 0.4500 -1.7521 0.9943
H -1.810 -0.435 -0.621 1.9411 -0.1311 0.4190
H 5.061 -4.391 -0.574 -1.8893 -0.2530 0.4008
H 3.420 -3.764 -1.147 0.3324 -1.3416 0.8583
H 3.688 -5.614 -0.719 0.0200 1.5931 0.1676
H 0.427 -5.371 3.275 0.5775 -0.9471 -1.1486
H 1.822 -6.485 2.669 -1.5692 0.8417 -0.1661
H 0.129 -6.654 1.884 0.9428 1.2151 0.6802
H 6.255 -1.421 0.431 -0.1461 0.4165 1.1354
H 3.163 -0.557 2.684 0.4497 0.6421 -0.2772
H 2.796 1.391 -0.343 -1.2928 -0.5669 -0.7962
H 1.085 1.551 -1.147 1.2917 -1.2278 0.6836
H 3.710 0.688 -2.376 -1.6113 -0.3536 -0.4450
H 2.632 -0.793 -2.434 -0.1388 1.7775 0.0692
H 2.030 0.748 -3.272 0.9390 -0.3970 1.2866
C -6.269 4.954 -2.899 0.0300 0.2708 0.1703
C -5.765 3.660 -2.289 -0.5494 0.0357 -0.5089
O -4.604 3.896 -1.479 0.1809 -0.1072 0.5778
C -4.847 4.370 -0.246 -0.1932 0.1603 -0.2735
O -5.932 4.598 0.227 0.5120 -0.1582 -0.1120
O -3.664 4.568 0.364 -0.1798 -0.2773 -0.2042
C -3.775 5.142 1.667 0.0368 0.2055 0.4744
H -5.465 5.464 -3.436 -0.0571 -0.1557 -0.0671
H -7.091 4.760 -3.591 0.0806 -0.0252 0.0461
H -6.623 5.641 -2.128 -0.0550 -0.1474 -0.0300
H -5.459 2.976 -3.084 0.2562 0.0663 0.2232
H -6.545 3.155 -1.713 0.1594 0.1691 0.1279
H -4.458 4.568 2.297 -0.0489 0.1355 -0.1702
H -4.103 6.180 1.590 -0.1079 -0.1571 0.0534
H -2.786 5.124 2.126 -0.0150 -0.0707 -0.2905
```
Positions in Å, forces in eV/Å.

Its total energy is -1393.310961 Ha. The total charge is +1. The lowest unoccupied orbital energy comes out at -0.13380 Ha.

These are the Löwdin partial charges, in e, on atoms 1 to 6:
1 C 0.0784
2 C -0.0755
3 N -0.0645
4 N 0.1573
5 C -0.0974
6 N 0.1041

=====

# 5
# C14H24BNO28S5

7 unconnected molecules or ions with the total composition C14H24BNO28S5 (ωB97M-V/def2-TZVPD, OMol25).

```
73
Properties=species:S:1:pos:R:3:forces:R:3
N 1.070 0.973 -0.431 -0.7484 -0.6064 -1.4347
H 1.526 0.705 -1.291 0.9028 -0.1108 -0.3198
H 0.466 0.189 -0.231 -0.7110 -0.2384 0.4689
H 0.522 1.786 -0.674 -0.5507 0.6508 0.3910
H 1.651 1.186 0.367 0.5495 0.3674 0.3194
O -1.469 4.489 3.372 -2.2618 -5.4438 -3.1081
C -1.859 3.430 2.744 0.7956 2.8968 2.6929
O -2.811 2.519 3.102 1.5354 1.7025 -0.4216
B -2.854 1.422 2.098 0.0136 0.0306 -0.5160
O -1.732 1.669 1.152 -0.4523 0.2807 0.7277
C -1.176 2.816 1.478 2.4975 0.5668 0.1149
O -0.115 3.214 1.014 -1.7792 -0.2119 0.1705
O -2.785 0.113 2.790 0.0845 -0.1277 -0.0766
C -3.996 -0.437 2.797 -0.8259 2.6411 -0.7394
O -4.389 -1.376 3.404 0.2863 -0.9903 0.2253
C -4.903 0.543 1.887 -3.1174 -2.4492 -1.5427
O -4.112 1.445 1.331 -0.4486 -0.2959 1.1829
O -6.093 0.283 1.596 3.7973 1.2349 1.1217
C 3.630 -2.312 -0.995 -0.5863 1.3195 0.1180
C 2.838 -3.268 -1.915 0.2114 1.6841 2.0223
O 2.951 -2.733 -3.201 0.9077 0.7901 -2.3582
S 3.468 -1.123 -3.269 -0.6537 -1.9951 1.4130
O 2.248 -0.342 -2.992 2.6104 -0.8392 -0.7172
O 4.341 -0.862 -4.427 -2.2869 -0.7159 3.3603
O 4.290 -1.379 -1.827 0.5012 1.8964 -2.7205
H 4.428 -2.716 -0.372 -0.3840 -0.2165 -0.0089
H 2.882 -1.747 -0.439 0.4283 -0.1480 0.5900
H 1.817 -3.086 -1.578 -0.1423 -1.1050 -0.2130
H 3.299 -4.220 -1.650 -0.6046 -0.5331 -1.4294
C -0.804 -3.944 3.634 0.3594 2.6497 0.3411
C -1.826 -3.712 2.566 -0.9776 -0.7444 0.4037
O -1.107 -3.438 1.375 1.1230 -0.7207 -1.4074
S 0.298 -2.627 1.619 -2.1807 -0.2446 1.0143
O -0.116 -1.261 1.373 1.4495 -1.0524 0.4151
O 1.499 -3.120 0.942 -2.5717 0.3175 1.5404
O 0.234 -3.005 3.235 2.1909 0.7325 -1.6472
H -0.378 -4.919 3.873 -0.2392 0.0844 -0.3184
H -1.183 -3.342 4.460 -0.0549 -1.1434 0.7987
H -2.519 -2.916 2.841 0.4700 0.5897 -0.2025
H -2.503 -4.566 2.529 0.3539 -0.3425 -0.9853
C 1.180 0.446 4.778 -0.9015 2.7930 0.7646
C 2.232 1.431 5.338 -0.0941 -0.9382 -0.4551
O 2.846 1.956 4.139 0.4643 0.3554 0.0396
S 2.711 1.071 2.804 1.7994 0.5536 1.9668
O 3.972 0.334 2.661 -2.9590 0.9138 -0.3012
O 2.267 1.958 1.728 0.6860 -1.9418 1.9681
O 1.518 0.181 3.428 0.8379 -0.9408 -1.5464
H 0.312 1.104 4.737 -0.6483 -0.6864 -0.1363
H 0.982 -0.391 5.448 0.3345 -0.3904 -0.7800
H 2.855 0.884 6.046 1.0121 0.2558 -0.5767
H 1.806 2.264 5.897 -0.1513 -0.0067 -0.4020
C -3.235 -2.874 -3.393 -1.8016 0.9259 0.4733
C -3.541 -3.474 -2.011 -1.2147 -1.0000 -2.2026
O -2.673 -2.823 -1.175 1.9093 1.5849 1.1757
S -2.271 -1.300 -1.715 -1.2768 0.5475 0.7506
O -0.842 -1.161 -1.887 -1.3114 -0.8451 -0.0461
O -2.956 -0.314 -0.935 0.7302 -0.9247 -0.4572
O -3.111 -1.448 -3.079 1.8912 -0.4946 0.4772
H -4.145 -2.773 -3.984 0.3478 -0.9873 -0.4981
H -2.361 -3.321 -3.867 -0.0344 0.3809 -0.1163
H -3.433 -4.558 -2.046 0.9097 -0.0353 0.3072
H -4.596 -3.397 -1.748 -0.0445 0.8625 0.2340
C 0.915 4.847 -5.976 1.6286 0.0118 0.7614
C 2.404 4.725 -5.414 -0.0146 1.2913 -3.1178
O 2.347 4.198 -4.182 -1.2431 -1.5129 3.5619
S 0.968 4.586 -3.372 1.5009 -0.3424 1.1373
O 1.176 5.869 -2.658 -1.0413 -3.4012 -1.9071
O 0.583 3.346 -2.634 0.5623 3.6761 -2.2214
O 0.181 4.818 -4.780 -1.7831 -0.2698 2.4360
H 0.648 3.999 -6.607 -0.0343 -0.0611 0.1857
H 0.642 5.779 -6.471 0.4780 -0.0244 -0.0398
H 2.933 5.673 -5.312 -0.1676 0.2974 -0.6788
H 2.960 4.031 -6.045 0.1386 0.1937 -0.0217
```
Positions in Å, forces in eV/Å.

Its total energy is -4725.099900 Ha. The total charge is 0. The lowest unoccupied orbital energy comes out at 0.00046 Ha. The energy above the lowest of the compared OMol25 structures with the same formula, charge and spin is 4.419 eV.

These are the Löwdin partial charges, in e, on atoms 1 to 6:
1 N 0.3400
2 H 0.0898
3 H 0.0805
4 H 0.0989
5 H 0.0522
6 O 0.0619